Record 1
DFT (wB97M-V/def2-TZVPD) results for C32H42N5O7SSbTa as an isolated structure.

The value obtained for the HOMO-LUMO gap is 7.6427 eV. As for the HOMO energy: -10.799 eV. Its energy above the lowest of the compared OMol25 structures with the same formula, charge and spin is 1.624 eV. The charge is +1.

Last column: Mulliken charge in e.
CARTESIAN COORDINATES (ANGSTROEM)
Ta: 0.431 -0.189 -0.418  0.660
C: -3.347 -2.315 -1.376  -0.608
O: -3.225 -1.891 -2.737  -0.412
C: -2.027 -2.051 -3.351  -0.430
C: -2.063 -2.502 -4.661  -0.466
C: -0.900 -2.698 -5.392  -0.911
C: 0.320 -2.461 -4.793  -0.978
C: 0.373 -1.976 -3.490  0.897
C: 1.673 -1.735 -2.903  -0.314
N: 1.911 -1.146 -1.793  0.754
N: 3.263 -1.049 -1.474  -1.542
C: 3.411 -0.605 -0.272  0.723
O: 2.400 -0.300 0.511  -0.384
C: 4.810 -0.459 0.208  0.047
C: 5.852 -0.276 -0.698  -0.371
C: 7.155 -0.151 -0.242  -0.764
C: 7.432 -0.223 1.118  -0.395
C: 6.399 -0.431 2.022  -0.996
C: 5.095 -0.546 1.562  -0.251
C: -0.798 -1.737 -2.778  0.936
O: -0.704 -1.178 -1.542  0.922
H: -4.405 -2.489 -1.205  0.338
H: -3.001 -1.552 -0.690  -0.052
H: -2.791 -3.237 -1.204  0.410
H: -3.038 -2.706 -5.089  0.520
H: -0.955 -3.053 -6.414  0.421
H: 1.248 -2.630 -5.330  0.471
H: 2.546 -2.079 -3.448  0.508
H: 5.630 -0.229 -1.757  0.420
H: 7.961 -0.004 -0.950  0.394
H: 8.452 -0.129 1.472  0.408
H: 6.613 -0.519 3.081  0.399
H: 4.295 -0.764 2.252  0.640
O: -0.576 -3.609 0.102  -0.539
C: -0.703 -2.646 0.790  -0.211
O: 0.209 -1.616 0.838  -0.267
C: -1.860 -2.491 1.744  0.823
C: -2.261 -3.586 2.488  -0.968
C: -3.268 -3.408 3.422  -0.523
C: -3.830 -2.150 3.565  -0.880
C: -3.378 -1.127 2.746  -0.356
N: -2.411 -1.288 1.844  0.421
H: -1.780 -4.545 2.332  0.558
H: -3.611 -4.238 4.029  0.457
H: -4.609 -1.964 4.293  0.462
H: -3.803 -0.130 2.820  0.502
C: -4.812 0.762 -0.214  -0.901
C: -3.826 1.931 -0.185  -0.962
Sb: -1.840 1.562 -0.883  0.624
C: -1.259 3.637 -0.813  -0.691
C: -0.634 4.204 0.462  -1.266
C: -2.246 1.705 -2.994  -0.608
C: -3.648 1.326 -3.468  -1.320
H: -5.809 1.110 0.072  0.454
H: -4.531 -0.031 0.473  0.034
H: -4.891 0.326 -1.213  0.132
H: -3.724 2.371 0.811  0.591
H: -4.137 2.726 -0.871  0.551
H: -2.193 4.154 -1.045  0.611
H: -0.597 3.772 -1.668  0.462
H: -1.276 4.050 1.332  0.292
H: -0.477 5.282 0.354  0.419
H: 0.327 3.742 0.676  0.177
H: -1.476 1.123 -3.493  0.296
H: -2.048 2.756 -3.195  0.814
H: -3.843 0.258 -3.371  0.141
H: -3.754 1.592 -4.524  0.460
H: -4.430 1.867 -2.927  0.316
C: 0.433 0.741 5.842  -1.143
N: 0.178 1.245 4.488  -0.263
C: 0.811 0.923 3.351  0.409
S: -0.098 1.152 1.907  -0.215
N: 2.067 0.533 3.368  0.265
C: 2.998 0.723 4.483  -1.347
H: -0.478 0.283 6.222  0.338
H: 0.730 1.540 6.520  0.347
H: 1.203 -0.020 5.832  0.415
H: -0.733 1.641 4.327  0.252
H: 2.442 0.291 2.453  0.227
H: 3.182 -0.200 5.031  0.358
H: 2.623 1.479 5.167  0.533
H: 3.939 1.086 4.086  0.315
C: 2.372 2.787 -2.534  -1.488
C: 1.454 1.806 -1.893  0.878
O: 0.707 1.032 -2.536  -0.442
O: 1.395 1.716 -0.606  -0.612
H: 2.596 2.478 -3.552  0.382
H: 3.282 2.881 -1.945  0.353
H: 1.881 3.764 -2.560  0.337

***

Record 2
DFT (wB97M-V/def2-TZVPD) results for the molecule C2Cl2O3S.

The value obtained for the HOMO-LUMO gap is 8.6614 eV. As for the HOMO energy: -9.589 eV. Its energy above the lowest of the compared OMol25 structures with the same formula, charge and spin is 0.960 eV.

Last column: Mulliken charge in e.
CARTESIAN COORDINATES (ANGSTROEM)
C: -0.113 -0.564 -0.018  0.242
C: 1.724 -0.209 0.026  0.552
O: -0.490 -1.631 0.243  -0.288
O: 2.414 -0.854 0.682  -0.310
O: -2.508 -0.328 -0.568  -0.410
S: -1.536 0.710 -0.583  0.514
Cl: 2.055 1.125 -1.019  -0.131
Cl: -1.545 1.752 1.237  -0.169

***

Record 3
DFT (wB97M-V/def2-TZVPD) results for C7H15AsI2N2RuS4 as an isolated structure.

The value obtained for the HOMO-LUMO gap (alpha / beta) is 7.4098 / 5.7908 eV. As for the HOMO energy (alpha / beta): -14.538 / -14.168 eV. Its energy above the lowest of the compared OMol25 structures with the same formula, charge and spin is 0.000 eV. The charge is +2. Its multiplicity is 5.

Last column: Mulliken charge in e.
CARTESIAN COORDINATES (ANGSTROEM)
Ru: -2.070 0.706 -0.007  0.247
S: -3.605 5.092 1.103  -0.178
As: -3.793 3.461 -0.135  0.639
S: -1.862 2.655 -1.018  -0.274
S: -4.014 1.419 0.792  -0.130
S: -5.249 4.113 -1.445  -0.140
I: -3.302 -1.767 0.054  0.409
C: -2.401 -3.721 0.073  -0.936
I: -0.550 -4.039 -0.877  0.165
H: -3.139 -4.340 -0.426  0.454
H: -2.311 -3.984 1.120  0.459
C: 1.951 -1.087 1.064  -0.689
C: 0.472 -0.666 1.086  0.003
N: 0.187 0.328 0.026  0.272
C: 0.587 -0.209 -1.293  -0.248
C: 2.094 -0.524 -1.319  -0.647
N: 2.646 -0.242 0.044  -0.115
C: 2.482 1.208 0.381  -0.650
C: 0.983 1.546 0.298  -0.596
H: 2.078 -2.128 0.764  0.359
H: 2.449 -0.927 2.020  0.330
H: 0.207 -0.221 2.048  0.428
H: -0.160 -1.538 0.919  -0.180
H: 0.338 0.537 -2.050  0.430
H: 0.006 -1.112 -1.487  0.128
H: 2.643 0.095 -2.027  0.341
H: 2.292 -1.573 -1.537  0.352
H: 3.643 -0.468 0.050  0.297
H: 3.075 1.777 -0.334  0.378
H: 2.894 1.356 1.378  0.306
H: 0.793 2.264 -0.498  0.371
H: 0.636 1.987 1.233  0.416

***

Record 4
DFT (wB97M-V/def2-TZVPD) results for C62H93FeO32 as an isolated structure.

The value obtained for the HOMO-LUMO gap (alpha / beta) is 9.7818 / 9.0395 eV. As for the HOMO energy (alpha / beta): -11.074 / -10.333 eV. The charge is +1. Its multiplicity is 5.

Last column: Mulliken charge in e.
CARTESIAN COORDINATES (ANGSTROEM)
Fe: 1.271 -0.745 -1.834  1.019
C: 0.233 1.303 1.376  0.308
C: 0.605 0.421 0.203  0.815
O: -0.062 -0.573 -0.126  -0.565
O: 1.614 0.813 -0.481  -0.583
H: -0.698 0.959 1.829  0.004
H: 0.041 2.251 0.912  -0.298
H: 1.078 1.381 2.072  -0.239
O: 3.005 -0.738 -3.234  0.122
C: 3.965 -0.945 -3.991  -0.384
O: 4.744 -1.993 -3.936  -0.376
C: 5.952 -1.779 -4.685  -0.442
C: 5.574 -0.785 -5.822  -0.864
C: 4.384 -0.015 -5.221  -0.202
H: 6.100 -2.775 -5.118  0.367
H: 6.813 -1.500 -4.052  0.266
H: 5.309 -1.296 -6.734  0.360
H: 6.438 -0.131 -6.058  0.287
H: 3.568 -0.083 -5.967  0.352
H: 4.480 1.009 -4.920  0.376
O: 0.191 0.628 -3.001  -0.657
C: 0.251 1.806 -3.320  -0.408
O: -0.762 2.597 -3.133  0.460
C: -0.498 3.960 -3.536  0.132
C: 0.869 3.914 -4.160  -0.771
C: 1.400 2.530 -3.943  1.194
H: -0.589 4.600 -2.626  -0.401
H: -1.278 4.211 -4.240  0.616
H: 1.441 4.701 -3.675  0.399
H: 0.757 4.117 -5.256  0.094
H: 2.209 2.491 -3.281  -1.026
H: 1.755 2.024 -4.834  0.461
O: -5.751 1.525 1.430  -0.556
C: -5.152 1.651 2.441  0.382
O: -4.061 0.955 2.838  -0.111
C: -3.645 1.317 4.152  -0.151
C: -4.286 2.664 4.487  -0.287
C: -5.498 2.657 3.569  -0.511
H: -2.590 1.388 4.104  0.052
H: -3.971 0.606 4.902  0.297
H: -3.576 3.443 4.317  -0.121
H: -4.658 2.627 5.487  0.596
H: -5.552 3.636 3.021  0.110
H: -6.519 2.526 3.951  0.385
O: -0.115 1.607 -6.791  -0.707
C: -1.309 1.841 -6.726  0.775
O: -2.168 0.873 -6.475  -0.326
C: -3.486 1.403 -6.265  -0.246
C: -3.310 2.934 -6.067  -0.083
C: -1.996 3.130 -6.834  -0.548
H: -3.953 0.986 -5.355  0.088
H: -4.097 1.189 -7.164  0.366
H: -3.056 3.143 -5.000  -0.276
H: -4.200 3.347 -6.441  0.581
H: -1.283 3.863 -6.512  0.245
H: -2.223 3.299 -7.914  0.336
O: -0.909 -1.179 5.379  -0.219
C: -0.884 -1.472 6.515  0.377
O: -1.256 -2.679 6.905  -0.372
C: -1.354 -2.787 8.371  -0.653
C: -1.459 -1.328 8.910  -0.506
C: -0.770 -0.518 7.705  -0.482
H: -0.522 -3.347 8.684  0.318
H: -2.222 -3.340 8.609  0.343
H: -1.037 -1.163 9.910  0.347
H: -2.528 -1.193 8.972  0.278
H: 0.263 -0.390 7.926  0.276
H: -1.156 0.485 7.564  0.291
O: 2.970 -1.693 -0.832  0.738
C: 3.618 -2.700 -0.703  -0.054
O: 4.759 -2.662 -0.081  -0.381
C: 5.348 -4.022 -0.118  -0.671
C: 4.148 -4.965 -0.252  -0.500
C: 3.229 -4.109 -1.150  0.117
H: 5.817 -4.244 0.853  0.382
H: 6.081 -4.021 -0.948  0.285
H: 3.716 -5.169 0.748  0.130
H: 4.416 -5.923 -0.710  0.520
H: 2.157 -4.271 -1.018  -0.417
H: 3.407 -4.271 -2.206  0.566
O: 0.997 -2.555 -2.973  -0.430
C: -0.095 -2.652 -3.548  -0.065
O: -1.034 -1.720 -3.466  -0.016
C: -2.119 -2.003 -4.330  0.742
C: -1.703 -3.141 -5.274  -0.589
C: -0.624 -3.758 -4.384  -0.622
H: -2.438 -1.051 -4.735  -0.422
H: -2.959 -2.305 -3.645  -0.161
H: -1.293 -2.881 -6.248  0.272
H: -2.572 -3.800 -5.437  0.433
H: 0.112 -4.288 -4.902  0.638
H: -1.152 -4.354 -3.670  0.049
O: 1.211 -4.296 1.081  -0.551
C: 0.223 -4.118 1.735  -0.044
O: -0.034 -4.606 3.008  -0.464
C: -1.317 -4.155 3.390  -0.832
C: -1.656 -2.950 2.540  0.234
C: -0.956 -3.280 1.226  1.832
H: -1.318 -4.017 4.477  0.201
H: -2.126 -4.847 3.239  0.332
H: -1.282 -2.090 3.104  -0.123
H: -2.747 -2.791 2.510  0.354
H: -0.602 -2.493 0.609  -1.826
H: -1.580 -3.913 0.607  0.913
O: 4.220 2.778 -2.604  -0.676
C: 4.766 1.953 -1.922  0.233
O: 5.693 1.124 -2.487  -0.366
C: 6.260 0.336 -1.492  -0.128
C: 5.883 0.957 -0.098  -0.730
C: 4.660 1.753 -0.472  1.123
H: 7.340 0.390 -1.576  0.464
H: 5.882 -0.651 -1.577  -0.109
H: 6.615 1.600 0.338  0.438
H: 5.675 0.278 0.755  0.020
H: 4.711 2.644 0.044  0.920
H: 3.726 1.167 -0.311  -1.280
O: -5.113 -0.110 -3.073  -0.656
C: -4.717 -0.512 -2.035  0.235
O: -3.555 -0.115 -1.496  0.032
C: -3.277 -0.903 -0.182  1.723
C: -4.622 -1.394 0.176  -0.064
C: -5.332 -1.583 -1.200  -0.637
H: -2.838 -0.153 0.491  -0.908
H: -2.518 -1.696 -0.485  -0.737
H: -5.159 -0.767 0.877  0.001
H: -4.614 -2.370 0.746  0.322
H: -6.433 -1.630 -1.232  0.411
H: -4.950 -2.534 -1.617  0.237
O: 0.109 6.442 -2.081  -0.616
C: 0.667 6.012 -1.076  0.390
O: 0.675 4.667 -0.750  -0.085
C: 1.561 4.451 0.322  1.824
C: 2.366 5.707 0.514  -0.715
C: 1.520 6.777 -0.103  -0.722
H: 2.209 3.639 0.057  -0.621
H: 0.966 4.309 1.247  -0.795
H: 3.440 5.594 0.170  0.304
H: 2.407 5.852 1.598  0.391
H: 2.042 7.527 -0.686  0.381
H: 0.929 7.211 0.726  0.247
O: 2.539 -0.567 6.000  -0.677
C: 2.559 -0.754 4.799  0.463
O: 2.851 0.201 3.868  -0.301
C: 3.102 -0.391 2.603  0.442
C: 2.276 -1.674 2.561  1.644
C: 2.253 -2.046 4.043  0.240
H: 4.185 -0.634 2.509  -0.113
H: 2.933 0.377 1.832  -0.602
H: 2.632 -2.504 1.924  -0.461
H: 1.298 -1.424 2.130  -0.876
H: 3.022 -2.826 4.240  0.359
H: 1.246 -2.331 4.315  -0.342
O: -1.845 3.962 1.501  -0.165
C: -2.809 4.127 0.811  -0.152
O: -3.837 4.889 1.220  -0.455
C: -4.810 5.016 0.193  -0.392
C: -4.374 4.148 -0.974  -0.887
C: -3.173 3.376 -0.434  2.597
H: -4.914 6.054 -0.124  0.324
H: -5.768 4.645 0.600  0.232
H: -4.083 4.826 -1.787  0.302
H: -5.079 3.405 -1.319  0.377
H: -2.294 3.250 -1.116  -0.796
H: -3.529 2.385 -0.146  -1.055
O: 0.713 6.365 3.183  -0.614
C: 0.494 5.335 3.778  0.412
O: 1.470 4.430 4.042  -0.437
C: 0.927 3.209 4.604  0.873
C: -0.347 3.636 5.234  -0.208
C: -0.778 4.918 4.474  0.287
H: 1.598 2.873 5.402  0.342
H: 0.726 2.437 3.907  -0.795
H: -0.178 3.802 6.322  0.396
H: -1.188 2.918 5.242  -0.088
H: -1.135 5.724 5.093  0.508
H: -1.573 4.697 3.763  -0.581
O: -0.840 -5.348 -1.226  -0.184
C: -0.765 -6.481 -0.896  0.360
O: -0.379 -7.463 -1.750  -0.431
C: -0.325 -8.767 -1.105  -0.490
C: -1.085 -8.684 0.154  -0.573
C: -0.916 -7.188 0.482  -0.451
H: 0.724 -8.975 -0.893  0.281
H: -0.752 -9.489 -1.827  0.314
H: -0.701 -9.326 0.935  0.344
H: -2.173 -8.920 -0.046  0.283
H: 0.092 -7.127 0.960  0.132
H: -1.662 -6.777 1.108  0.486